[1]
Formula: C7H16FO4Pd
Source: the OMol25 dataset
Level of theory: wB97M-V/def2-TZVPD

CARTESIAN COORDINATES (ANGSTROEM)
F 3.079 0.191 -3.061
C -1.624 1.017 -2.042
O -0.649 0.566 -1.101
C 0.520 1.413 -0.880
C 1.679 0.469 -0.629
O 1.252 -0.389 0.438
C 1.291 -1.797 0.206
C 0.479 -2.434 1.306
O -0.791 -1.769 1.354
C -1.786 -2.459 2.112
H -2.383 0.231 -2.107
H -2.081 1.961 -1.719
H -1.140 1.164 -3.014
H 0.686 2.189 -1.668
H 2.571 1.022 -0.312
H 1.885 -0.120 -1.530
H 2.325 -2.164 0.235
H 0.848 -2.015 -0.777
H 0.968 -2.333 2.285
H 0.326 -3.499 1.084
H -2.697 -1.853 2.083
H -1.979 -3.437 1.653
H -1.444 -2.583 3.147
O 0.225 1.989 0.394
C -0.170 3.363 0.419
Pd -0.596 0.163 0.814
H -0.386 3.608 1.462
H 0.655 3.981 0.046
H -1.063 3.525 -0.197

Calculated values
Net charge: +1
Lowest unoccupied orbital energy (spin up / spin down) in eV: -4.26 / -6.65
Spin multiplicity: 3
HOMO-LUMO gap (spin up / spin down) in eV: 6.07 / 3.25
Maximum force in eV/A: 5.50
Expectation value of S²: 2.005
HOMO energy (spin up / spin down) in eV: -10.34 / -9.90



[2]
Formula: C7H16N
Source: the OMol25 dataset
Level of theory: wB97M-V/def2-TZVPD

CARTESIAN COORDINATES (ANGSTROEM)
C 0.474 0.852 -2.880
C 0.670 0.123 -1.587
C 1.272 0.752 -0.502
C 0.108 -1.267 -1.544
H 0.788 0.270 -3.753
H 0.948 1.831 -2.895
H -0.621 0.997 -2.974
H 1.583 0.342 0.449
H 1.727 1.700 -0.744
H 0.050 -1.624 -0.514
H 0.756 -1.962 -2.083
H -0.888 -1.318 -2.011
C 0.900 -0.409 2.943
C -0.430 -0.452 2.267
C -0.947 0.544 1.544
N -1.997 0.243 0.546
H 1.302 0.594 3.094
H 0.819 -0.893 3.913
H 1.607 -1.016 2.350
H -0.906 -1.433 2.193
H -0.518 1.516 1.364
H -2.377 -0.705 0.576
H -2.744 0.947 0.618
H -1.575 0.365 -0.372

Calculated values
Net charge: +2
Lowest unoccupied orbital energy (spin up / spin down) in eV: -8.40 / -12.39
Spin multiplicity: 2
HOMO-LUMO gap (spin up / spin down) in eV: 10.04 / 6.06
Energy relative to the best compared isomer or geometry (same formula, charge and spin) in eV: 2.223
Maximum force in eV/A: 2.76
Expectation value of S²: 0.753
HOMO energy (spin up / spin down) in eV: -18.44 / -18.45



[3]
Formula: C7H16N3O3
Source: the OMol25 dataset
Level of theory: wB97M-V/def2-TZVPD

CARTESIAN COORDINATES (ANGSTROEM)
C -1.047 -2.679 2.353
C 0.210 -2.026 2.928
C 1.020 -1.044 2.023
N 0.875 0.346 2.476
N 2.473 -1.403 2.186
N 0.571 -1.081 0.649
H -0.789 -3.699 2.015
H -1.763 -2.843 3.172
H 0.961 -2.772 3.244
H -0.037 -1.444 3.825
H 1.243 0.403 3.421
H 1.431 0.964 1.892
H 2.651 -2.253 1.658
H 3.031 -0.673 1.748
H 1.316 -0.813 0.013
H 0.227 -2.010 0.428
C -2.597 1.742 -2.210
C -1.131 2.074 -2.239
C -0.499 2.268 -3.606
O 0.857 1.874 -3.373
C 0.850 0.987 -2.333
O 1.775 0.324 -1.998
O -0.358 0.973 -1.747
H -2.812 0.898 -2.866
H -2.900 1.472 -1.200
H -3.179 2.605 -2.535
H -0.913 2.935 -1.599
H -0.527 3.288 -3.981
H -0.938 1.588 -4.342

Calculated values
Net charge: -1
Lowest unoccupied orbital energy in eV: 2.60
Spin multiplicity: 1
HOMO-LUMO gap in eV: 3.29
Maximum force in eV/A: 0.44
HOMO energy in eV: -0.69



[4]
Formula: C7H16N3P
Source: the OMol25 dataset
Level of theory: wB97M-V/def2-TZVPD

CARTESIAN COORDINATES (ANGSTROEM)
C 2.138 -1.098 0.335
C 2.113 1.228 -0.580
C 0.786 -1.310 -0.498
C 0.662 1.002 -1.120
C 0.536 0.436 1.191
C 2.085 0.397 0.771
C 0.116 -0.034 -0.173
N -2.404 -1.699 1.111
N -3.059 0.961 0.762
N -2.852 -0.451 -1.349
P -2.199 -0.419 0.211
H 2.157 -1.756 1.160
H 2.963 -1.143 -0.458
H 2.769 0.731 -1.200
H 2.231 2.299 -0.510
H 0.999 -1.372 -1.535
H 0.391 -2.106 -0.012
H 0.093 1.941 -0.991
H 0.633 0.688 -2.103
H 0.252 -0.239 1.991
H 0.164 1.428 1.331
H 2.867 0.604 1.497
H -1.542 -1.762 1.592
H -2.924 1.131 1.834
H -2.798 1.762 0.239
H -3.699 -1.004 -1.274
H -2.476 -0.216 -2.221

Calculated values
Lowest unoccupied orbital energy in eV: 0.66
Spin multiplicity: 1
HOMO-LUMO gap in eV: 8.92
Energy relative to the best compared isomer or geometry (same formula, charge and spin) in eV: 1.174
Maximum force in eV/A: 4.37
HOMO energy in eV: -8.26



[5]
Formula: C7H16N3S
Source: the OMol25 dataset
Level of theory: wB97M-V/def2-TZVPD

CARTESIAN COORDINATES (ANGSTROEM)
C 3.234 -1.797 -0.890
C 2.178 -1.536 0.320
N 1.038 -0.983 -0.094
N 0.737 0.216 0.253
C -0.583 0.887 -0.085
C -0.601 2.253 0.696
C -0.512 1.064 -1.624
N -1.693 0.020 0.272
C -1.823 -0.455 1.648
C -2.674 -0.037 -0.610
S -4.074 -0.861 -0.490
H 3.995 -2.338 -0.342
H 2.804 -2.456 -1.611
H 3.537 -0.895 -1.403
H 1.788 -2.493 0.686
H 2.622 -1.017 1.148
H 1.307 0.823 0.969
H -1.422 2.838 0.417
H 0.329 2.773 0.408
H -0.772 2.026 1.730
H 0.505 0.814 -1.836
H -0.720 1.936 -2.100
H -1.006 0.327 -2.169
H -0.927 -0.411 2.195
H -2.401 0.365 2.195
H -2.203 -1.501 1.841
H -2.661 0.438 -1.523

Calculated values
Net charge: +1
Lowest unoccupied orbital energy in eV: -5.96
Spin multiplicity: 1
HOMO-LUMO gap in eV: 5.21
Energy relative to the best compared isomer or geometry (same formula, charge and spin) in eV: 5.461
Maximum force in eV/A: 7.00
SMILES: CC/N=[NH+]/C(C)(C)N(C)C=S
HOMO energy in eV: -11.17



[6]
Formula: C7H16NO3
Source: the OMol25 dataset
Level of theory: wB97M-V/def2-TZVPD

CARTESIAN COORDINATES (ANGSTROEM)
C -3.250 1.541 1.542
C -2.944 1.158 0.051
O -2.355 -0.132 -0.040
C -0.935 0.044 -0.170
C -0.171 -1.310 -0.167
O 0.263 -1.735 -1.446
C 1.329 -0.930 -1.934
C 2.657 -1.095 -1.115
O 3.154 0.099 -0.587
C 2.522 0.423 0.669
N 2.704 -0.559 1.699
H -4.233 1.124 1.803
H -2.468 1.062 2.149
H -3.248 2.638 1.620
H -3.864 1.119 -0.562
H -2.315 1.959 -0.373
H -0.575 0.608 0.718
H -0.744 0.627 -1.091
H 0.632 -1.336 0.601
H -0.914 -2.064 0.167
H 1.051 0.132 -2.081
H 1.541 -1.316 -2.951
H 3.441 -1.483 -1.795
H 2.477 -1.883 -0.363
H 1.437 0.685 0.529
H 3.011 1.375 0.997
H 1.795 -0.751 2.129

Calculated values
Net charge: -1
Lowest unoccupied orbital energy in eV: 3.27
Spin multiplicity: 1
HOMO-LUMO gap in eV: 5.17
Energy relative to the best compared isomer or geometry (same formula, charge and spin) in eV: 0.000
Maximum force in eV/A: 2.65
HOMO energy in eV: -1.90



[7]
Formula: C7H16NO3
Source: the OMol25 dataset
Level of theory: wB97M-V/def2-TZVPD

CARTESIAN COORDINATES (ANGSTROEM)
C -1.487 -0.250 -0.888
C -2.009 -1.479 -1.634
C -2.695 -0.205 1.404
C 2.745 -0.991 0.369
C 2.387 1.823 -0.459
C -1.797 0.277 0.292
C 1.692 -0.107 0.772
N 1.448 1.065 0.320
O -0.480 0.365 -1.674
O -1.248 1.464 0.668
O 0.708 -0.480 1.561
H -2.868 -2.005 -1.175
H -2.299 -1.272 -2.707
H -1.124 -2.167 -1.622
H -3.462 0.653 1.606
H -3.277 -1.110 0.929
H -2.145 -0.301 2.329
H 2.392 -1.966 0.174
H 3.455 -0.563 -0.279
H 3.434 -1.062 1.274
H 3.443 1.638 -0.184
H 2.188 1.657 -1.596
H 2.345 2.953 -0.356
H -2.041 1.883 0.880
H 0.606 1.496 0.665
H -0.831 0.035 -2.522
H 0.920 -1.349 1.856

Calculated values
Net charge: +1
Lowest unoccupied orbital energy in eV: -3.02
Spin multiplicity: 1
HOMO-LUMO gap in eV: 8.68
Energy relative to the best compared isomer or geometry (same formula, charge and spin) in eV: 0.385
Maximum force in eV/A: 3.76
HOMO energy in eV: -11.70



[8]
Formula: C7H16NOS
Source: the OMol25 dataset
Level of theory: wB97M-V/def2-TZVPD

CARTESIAN COORDINATES (ANGSTROEM)
C 1.630 2.528 -0.134
C 0.592 2.779 -1.318
C -0.359 1.704 0.395
C -0.135 -2.957 1.200
C 1.439 1.019 1.863
C -2.414 -1.312 -1.758
C -0.358 -2.600 -0.292
N 0.847 1.747 0.826
O -0.654 2.251 -0.713
S -1.092 -0.939 -0.563
H 2.496 1.958 -0.606
H 2.017 3.465 0.401
H 0.418 3.762 -1.425
H 0.835 2.200 -2.218
H 0.592 -2.802 -0.766
H -1.193 -2.772 1.751
H 0.696 -2.587 1.806
H 0.058 -4.026 1.094
H 0.723 0.522 2.597
H 2.162 0.365 1.465
H 1.906 1.832 2.546
H -2.527 -0.418 -2.487
H -3.415 -1.690 -1.290
H -2.066 -2.057 -2.599
H -1.052 -3.305 -0.722
H -1.148 1.333 0.949

Calculated values
Net charge: +1
Lowest unoccupied orbital energy (spin up / spin down) in eV: -2.66 / -7.13
Spin multiplicity: 3
HOMO-LUMO gap (spin up / spin down) in eV: 4.79 / 5.99
Energy relative to the best compared isomer or geometry (same formula, charge and spin) in eV: 1.989
Maximum force in eV/A: 4.52
Expectation value of S²: 2.006
HOMO energy (spin up / spin down) in eV: -7.45 / -13.12